Record 1
Here is the molecule C4H9N3 at a distorted geometry from the OMol25 dataset. Energies are from the ωB97M-V functional and the def2-TZVPD basis.

frontier orbital gap = 10.033 eV
energy relative to the best compared isomer or geometry (same formula, charge and spin) = 87.7 kcal per mole
E_LUMO = 0.967 eV
highest occupied orbital energy = -9.07 eV
SMILES string = NC/C=N\N1CC1
electronic energy = -8760.720 eV

```
! wB97M-V def2-TZVPD RIJCOSX def2/J DEFGRID3
* xyz 0 1
C -0.12473 1.24492 -0.95417
C -0.38657 0.92599 0.51451
C -0.28437 -1.85134 -0.38734
C 0.38983 -2.41438 0.80482
H -0.04108 2.94435 -2.17530
H 0.29113 3.32625 -0.44050
H 0.83501 0.81163 -1.37609
H -0.96033 1.04342 -1.70133
H -0.81039 1.80750 1.06449
H 0.07325 -1.98061 -1.43334
H -1.37167 -1.64000 -0.37061
H 1.17166 -3.09823 0.81165
H -0.17765 -2.57093 1.71597
N -0.28576 2.76611 -1.13409
N 0.08654 -0.01908 1.24945
N 0.68852 -1.04340 0.46151
*
```

***

Record 2
Here is the molecule CBrIN4 at a distorted geometry from the OMol25 dataset. Energies are from the ωB97M-V functional and the def2-TZVPD basis.

frontier orbital gap = 9.362 eV
energy relative to the best compared isomer or geometry (same formula, charge and spin) = 8.0 kcal per mole
E_LUMO = -0.944 eV
highest occupied orbital energy = -10.31 eV
SMILES string = Brn1nnnc1I
electronic energy = -85137.522 eV

```
! wB97M-V def2-TZVPD RIJCOSX def2/J DEFGRID3
* xyz 0 1
C -0.93759 0.26127 0.10301
N -0.04350 1.17854 0.10295
N 1.12199 0.51516 -0.03628
N 0.98605 -0.73166 -0.09540
N -0.34423 -0.96120 -0.03354
Br -1.24340 -2.59308 0.01002
I -2.99340 0.70433 -0.01092
*
```

***

Record 3
Here is C7H10CuN2O3 as an isolated structure at a distorted geometry from the OMol25 dataset. Energies are from the ωB97M-V functional and the def2-TZVPD basis.

frontier orbital gap (spin up / spin down) = 5.389 / 5.417 eV
energy relative to the best compared isomer or geometry (same formula, charge and spin) = 30.7 kcal per mole
E_LUMO (spin up / spin down) = 6.527 / 6.483 eV
highest occupied orbital energy (spin up / spin down) = 1.14 / 1.07 eV
electronic energy = -61174.668 eV

```
! wB97M-V def2-TZVPD RIJCOSX def2/J DEFGRID3
* xyz -2 2
C -0.86458 1.04270 -1.88813
C 0.54739 0.83790 -2.14815
C 1.28926 1.58666 -1.16202
C 0.35437 2.26160 -0.32148
C -0.96823 1.91417 -0.74395
Cu -0.02509 -0.07990 -0.37774
N -1.35142 -1.20405 0.28925
C -0.35954 -2.14324 0.13794
C 0.87071 -1.82885 -0.75078
H 2.36712 1.68225 -1.13978
H 0.96091 0.22539 -2.93682
H 0.60227 2.97784 0.45182
H -1.89411 2.30536 -0.34076
H -1.67971 0.60129 -2.44687
H 0.85454 -1.97443 -1.85278
H -0.85925 -2.90231 -0.47238
H -2.02807 -1.03638 1.04110
H 1.91453 -1.80529 -0.35703
H 0.09353 -2.62133 0.99922
O -0.01759 1.06932 4.18607
N 0.03503 0.04957 3.51121
O -0.03131 -1.06374 4.07512
O 0.18927 0.10545 2.24694
*
```

***

Record 4
Here is C64H132Br6N5O28P7 as an isolated structure at a distorted geometry from the OMol25 dataset. Energies are from the ωB97M-V functional and the def2-TZVPD basis.

frontier orbital gap = 8.003 eV
E_LUMO = 0.006 eV
highest occupied orbital energy = -8.00 eV
electronic energy = -618582.794 eV

```
! wB97M-V def2-TZVPD RIJCOSX def2/J DEFGRID3
* xyz 0 1
C 21.01393 35.57727 19.55109
C 20.68941 34.06981 19.42341
O 21.92893 33.35497 19.40059
P 22.49972 33.16770 17.91686
O 22.56206 34.42756 17.16225
O 21.71636 32.01323 17.28099
C 20.97187 30.92745 17.99305
C 21.72025 29.64234 17.66966
O 23.90946 32.50825 18.21038
C 25.07267 33.42497 18.44947
C 25.91942 32.83606 19.52679
H 21.47907 35.85082 20.49960
H 21.63244 35.93389 18.71658
H 20.06074 36.12338 19.49455
H 20.20446 33.62593 20.34770
H 19.99355 33.93061 18.53390
H 20.92551 31.06644 19.09640
H 19.88540 30.95250 17.70102
H 22.73960 29.58180 18.06929
H 21.13836 28.77663 18.18598
H 21.67226 29.39614 16.61283
H 25.65738 33.59230 17.56569
H 24.65182 34.39191 18.81688
H 26.42089 31.91909 19.32603
H 26.72261 33.51319 19.54056
H 25.35744 32.83337 20.50446
C 23.44652 30.35910 20.86251
C 22.59648 30.70073 22.09817
O 21.17800 30.85141 21.77241
P 20.33057 29.49881 21.64131
O 20.55380 28.65065 20.44135
O 20.59423 28.80611 23.06353
C 21.39978 27.62359 23.15845
C 20.43416 26.51824 23.61123
O 18.91435 30.03620 21.88098
C 17.77190 29.79218 21.05946
C 17.25671 31.10554 20.47656
H 24.48116 30.25065 21.09500
H 23.10523 29.39740 20.47746
H 23.21154 31.21898 20.25700
H 22.74853 30.05713 22.99742
H 22.91848 31.71823 22.36342
H 21.84632 27.39577 22.19301
H 22.25574 27.67487 23.84565
H 21.02175 25.58194 23.63547
H 20.08002 26.78921 24.60743
H 19.59691 26.40424 22.90473
H 18.15233 29.16367 20.24378
H 17.01661 29.25823 21.71191
H 18.08495 31.74148 20.22525
H 16.66077 30.87926 19.59634
H 16.53666 31.58223 21.16778
C 15.29832 25.97433 19.53223
C 14.96815 26.67139 18.22715
O 14.93266 28.17443 18.45412
P 13.70209 29.05614 18.41001
O 12.63609 28.37527 17.64636
O 13.36835 29.51786 19.90845
C 12.89196 28.53842 20.81990
C 13.75952 28.41821 22.09809
O 14.28574 30.43819 17.93618
C 14.18184 30.77684 16.50519
C 15.29177 31.63901 16.09358
H 16.00937 26.60050 20.14651
H 14.44669 25.73346 20.18861
H 15.82910 25.11163 19.17041
H 15.86952 26.48864 17.55809
H 14.06712 26.21450 17.85703
H 11.83096 28.81319 21.00727
H 12.91041 27.54311 20.38109
H 14.68209 27.82562 21.89238
H 14.02518 29.40440 22.49819
H 13.19149 27.93039 22.87378
H 14.24492 29.85710 15.89713
H 13.20302 31.20355 16.37777
H 15.19267 31.90238 15.03564
H 15.41153 32.51663 16.64171
H 16.25616 31.09882 16.23034
C 19.80321 22.93274 16.80493
C 20.24994 22.52094 18.20691
O 20.04846 23.56519 19.25629
P 18.62497 24.19755 19.48141
O 18.43092 24.65475 20.84898
O 18.42248 25.35584 18.41775
C 19.00042 26.65891 18.63874
C 18.56664 27.61477 17.52042
O 17.56003 23.23797 18.90899
C 16.98525 22.06080 19.56508
C 15.49204 22.07880 19.45060
H 18.76466 22.94674 16.63265
H 20.31688 23.83940 16.47122
H 20.13938 22.11764 16.14782
H 19.76793 21.56597 18.52711
H 21.31210 22.38889 18.25591
H 18.70257 26.96775 19.63432
H 20.08073 26.55323 18.69554
H 19.01017 28.56088 17.68298
H 18.88268 27.14432 16.56780
H 17.47442 27.72964 17.60846
H 17.44747 21.15445 19.06990
H 17.41791 22.13903 20.57629
H 15.16262 21.12415 19.86801
H 14.99683 22.87718 20.08661
H 15.11072 22.14612 18.41463
C 27.97241 25.29132 21.08820
C 28.10852 26.50853 20.19907
O 26.96573 26.63328 19.41334
P 25.59127 27.24121 19.82449
O 25.49118 27.63079 21.24625
O 24.59769 26.09440 19.34896
C 23.22068 26.01586 19.84030
C 22.97698 25.00682 20.90893
O 25.23054 28.42462 18.82343
C 25.06023 28.21984 17.37661
C 25.33836 29.50388 16.60489
H 27.58248 24.46015 20.48825
H 28.88208 24.89131 21.53633
H 27.46634 25.52909 22.02187
H 28.35580 27.38440 20.82135
H 28.88013 26.25332 19.53309
H 22.83126 26.99069 20.21431
H 22.69355 25.73068 18.94300
H 21.88907 24.85299 20.88685
H 23.52274 24.12273 20.73844
H 23.13555 25.39597 21.94197
H 25.66664 27.33838 16.99747
H 24.03283 27.96606 17.18606
H 26.35799 29.84319 16.75022
H 25.12881 29.34735 15.49943
H 24.66256 30.34033 16.90205
C 15.28561 14.12848 17.98247
C 14.40989 15.05160 17.16109
O 14.40573 16.37252 17.80758
P 13.64121 16.42980 19.24572
O 12.61680 15.38840 19.52194
O 14.82318 16.35842 20.31828
C 14.44709 15.91948 21.69892
C 15.63923 15.30603 22.40513
O 13.17842 17.91680 19.40600
C 11.80075 18.19700 19.01493
C 11.73688 18.78328 17.68063
H 16.36793 14.53002 17.97690
H 14.96750 14.02139 19.06730
H 15.18417 13.13989 17.53861
H 14.81348 15.09121 16.13825
H 13.39455 14.71510 17.03301
H 13.99051 16.79692 22.13688
H 13.73594 15.14270 21.54758
H 15.96385 14.45106 21.76877
H 16.44630 16.05354 22.46704
H 15.31793 14.92036 23.40891
H 11.17442 17.27196 18.94029
H 11.38939 18.90500 19.78059
H 10.79267 19.33048 17.52099
H 12.45819 19.59823 17.55840
H 11.96292 18.11771 16.83302
C 21.69234 20.67480 13.40231
C 21.72558 20.86380 11.89830
O 20.43628 21.27406 11.36627
P 20.21633 22.74517 10.92553
O 21.31209 23.68442 11.20144
O 19.95310 22.52411 9.39762
C 19.05164 21.64383 8.72277
C 19.42169 21.54800 7.23973
O 18.86483 23.09818 11.54214
C 18.85021 23.34431 12.99440
C 18.04119 22.22886 13.51558
H 20.82730 19.94946 13.56952
H 22.56944 20.31203 13.85001
H 21.46771 21.67591 13.77389
H 22.53808 21.47981 11.64959
H 22.01488 19.87244 11.40607
H 19.12796 20.68193 9.16626
H 18.00878 21.96837 8.84278
H 19.03986 20.53384 6.83910
H 19.01595 22.31846 6.59963
H 20.48596 21.56631 7.12490
H 19.85153 23.27887 13.42010
H 18.48061 24.34185 13.24914
H 18.63412 21.35591 13.29681
H 17.94968 22.18720 14.58674
H 17.02728 22.17163 13.01346
N 16.93663 26.34403 22.77046
C 15.99415 25.38536 22.89941
C 15.24420 25.74737 24.00145
C 15.77951 26.89138 24.56676
C 16.82791 27.30918 23.74166
H 17.64888 26.32408 22.01574
H 15.84445 24.46542 22.29954
H 14.34230 25.22768 24.40302
H 15.46092 27.41338 25.44910
H 17.58671 28.01205 23.94750
N 19.11711 23.41166 23.46396
C 19.88400 22.30912 23.46402
C 19.70117 21.68646 24.70960
C 18.82147 22.51524 25.47611
C 18.47722 23.58025 24.67696
H 18.96118 23.99096 22.66097
H 20.30545 21.97068 22.51549
H 20.06217 20.70609 24.89652
H 18.53076 22.36520 26.50523
H 17.71022 24.35185 24.87654
N 22.02558 24.75969 13.77749
C 21.42411 25.89665 14.29096
C 21.76346 26.00760 15.61232
C 22.69640 24.93502 15.91622
C 22.88493 24.20995 14.77364
H 21.97709 24.40998 12.83131
H 20.68233 26.48232 13.72629
H 21.46864 26.81512 16.33881
H 23.41453 25.02459 16.78267
H 23.39360 23.29023 14.60427
N 14.88694 25.12817 14.25402
C 15.72701 24.81780 15.26646
C 15.37672 23.63046 15.79529
C 14.21754 23.16997 15.09106
C 13.95728 24.11300 14.15319
H 14.83714 25.98282 13.64886
H 16.54502 25.46325 15.45165
H 15.92130 23.05740 16.50060
H 13.56540 22.31838 15.37587
H 13.14527 24.14300 13.43708
N 16.86615 20.72317 23.55783
C 17.44616 19.63015 22.95106
C 16.48976 19.03336 22.13348
C 15.27657 19.76034 22.29362
C 15.55344 20.77812 23.19693
H 17.40763 21.35217 24.13291
H 18.41236 19.36705 23.27303
H 16.60332 18.21757 21.47837
H 14.36064 19.60785 21.70565
H 14.95430 21.59716 23.51776
C 18.76233 17.37222 17.39180
Br 17.66490 17.23532 15.91678
Br 17.81262 16.90514 18.96488
Br 19.59890 19.07946 17.67678
H 19.60125 16.69506 17.32159
C 10.82593 25.91121 17.64394
Br 11.68459 24.36079 18.44422
Br 8.91508 25.92114 18.14318
Br 11.01458 26.17541 15.83369
H 11.33076 26.75962 18.10119
*
```

***

Q: The lowest electronic energy belongs to which entry?
A: C64H132Br6N5O28P7